No. 1
{
  "formula": "C4H7NO2",
  "method": "wB97M-V/def2-TZVPD",
  "e_homo_ev": -10.24,
  "e_above_lowest_kcal_mol": 27.6,
  "lumo_energy_ha": 0.035,
  "energy_ev": -9846.08463,
  "fmax_ev_per_a": 0.57,
  "species": ["C", "O", "N", "H", "H", "C", "H", "H", "C", "H", "O", "H", "H", "C"],
  "xyz": [[0.240, -1.090, -0.248], [-2.555, -0.231, 1.051], [0.236, -0.036, -0.932], [-1.279, 1.825, 1.838], [0.843, -1.988, -0.400], [-1.369, -0.155, 1.154], [0.257, 1.233, 1.125], [1.736, -0.807, -2.273], [1.155, 0.099, -2.036], [-0.243, 0.657, 2.732], [-0.576, -1.260, 0.816], [1.858, 0.905, -1.805], [0.585, 0.408, -2.917], [-0.600, 0.978, 1.750]],
  "lowdin_charge": [-0.2309, 0.1550, 0.0046, 0.0940, 0.1467, -0.4948, 0.0751, 0.0770, -0.1260, 0.0976, 0.0358, 0.0771, 0.0773, 0.0114]
}

No. 2
{
  "formula": "C4H7NO2",
  "method": "wB97M-V/def2-TZVPD",
  "e_homo_ev": -10.07,
  "e_above_lowest_kcal_mol": 57.0,
  "lumo_energy_ha": 0.024,
  "energy_ev": -9844.80711,
  "fmax_ev_per_a": 1.43,
  "species": ["H", "H", "O", "N", "O", "H", "H", "H", "C", "C", "C", "C", "H", "H"],
  "xyz": [[-1.085, 1.704, 0.410], [1.782, 1.717, 0.661], [0.614, -1.207, -1.254], [0.844, 1.538, 1.025], [2.622, -1.580, 1.091], [0.183, 2.288, -0.820], [-0.843, -0.985, 1.009], [-1.635, -2.202, -0.004], [-1.386, -1.138, 0.071], [2.676, -0.618, 0.491], [-0.501, -0.767, -1.092], [-0.030, 1.864, 0.168], [-0.928, -0.059, -1.836], [-2.312, -0.556, 0.079]],
  "lowdin_charge": [0.0603, 0.0151, -0.0030, 0.0251, 0.0431, 0.0766, 0.0819, 0.0867, -0.0629, -0.0033, -0.3447, -0.1605, 0.1143, 0.0713]
}

No. 3
{
  "formula": "C4H7NO2",
  "method": "wB97M-V/def2-TZVPD",
  "e_homo_ev": -9.87,
  "e_above_lowest_kcal_mol": 55.6,
  "lumo_energy_ha": 0.027,
  "energy_ev": -9844.86747,
  "fmax_ev_per_a": 0.84,
  "species": ["C", "C", "H", "O", "C", "H", "H", "C", "H", "O", "H", "N", "H", "H"],
  "xyz": [[1.189, -0.879, 0.503], [-0.532, 0.619, 0.768], [-1.535, 2.231, 0.754], [0.450, -0.095, 1.405], [1.300, -0.140, -0.826], [1.287, -0.760, -1.740], [0.755, -1.887, 0.420], [-1.242, -0.087, -0.418], [-2.043, -0.673, 0.030], [1.359, 1.063, -0.875], [-0.735, -0.812, -1.083], [-0.830, 1.729, 1.286], [-1.637, 0.668, -1.100], [2.213, -0.975, 0.876]],
  "lowdin_charge": [-0.1599, -0.4933, 0.0601, -0.0326, -0.2731, 0.1292, 0.1315, -0.0118, 0.0915, 0.0797, 0.0698, 0.1754, 0.0942, 0.1392]
}

No. 4
{
  "formula": "C4H7NO2",
  "method": "wB97M-V/def2-TZVPD",
  "e_homo_ev": -9.70,
  "e_above_lowest_kcal_mol": 70.4,
  "lumo_energy_ha": 0.032,
  "energy_ev": -9844.22677,
  "fmax_ev_per_a": 3.30,
  "species": ["H", "C", "H", "N", "C", "O", "H", "H", "H", "C", "O", "C", "H", "H"],
  "xyz": [[1.956, -0.053, 2.244], [-1.818, -1.045, -0.935], [-0.576, 1.630, -1.971], [-1.107, -0.547, -0.028], [1.013, 0.635, 0.472], [-0.017, 0.876, -1.741], [1.839, 1.282, 0.189], [1.768, -1.284, 0.965], [-2.586, -1.753, -0.644], [-0.189, 0.626, -0.389], [-0.244, 1.643, 0.474], [1.308, -0.430, 1.459], [-1.719, -0.801, -1.995], [0.371, -0.779, 1.899]],
  "lowdin_charge": [0.0757, -0.0345, 0.1175, 0.0903, -0.1078, 0.0522, 0.1399, 0.0921, 0.0689, -0.6549, 0.0604, -0.0560, 0.0770, 0.0792]
}

No. 5
{
  "formula": "C4H7NO2",
  "method": "wB97M-V/def2-TZVPD",
  "e_homo_ev": -8.49,
  "e_above_lowest_kcal_mol": 97.7,
  "lumo_energy_ha": -0.004,
  "energy_ev": -9843.04296,
  "fmax_ev_per_a": 2.84,
  "species": ["C", "C", "O", "H", "C", "H", "C", "H", "H", "H", "N", "H", "H", "O"],
  "xyz": [[-0.283, -0.864, -0.950], [-1.081, -0.091, 0.098], [1.348, 0.869, 0.982], [-0.324, -1.956, -0.789], [-0.346, 1.242, 0.062], [-2.158, 0.001, -0.134], [1.728, -0.076, 0.160], [-0.664, -0.679, -1.961], [-0.519, 1.951, 0.845], [-0.161, -0.419, 1.758], [1.090, -0.432, -0.883], [2.681, -0.586, 0.377], [-0.284, 1.693, -0.949], [-1.027, -0.652, 1.386]],
  "lowdin_charge": [-0.1966, -0.3866, -0.0343, 0.1251, 0.1520, 0.1564, -0.3553, 0.1168, 0.0953, 0.0805, 0.0095, 0.1317, 0.1277, -0.0223]
}

No. 6
{
  "formula": "C4H7NO2",
  "method": "wB97M-V/def2-TZVPD",
  "e_homo_ev": -8.66,
  "e_above_lowest_kcal_mol": 113.6,
  "lumo_energy_ha": 0.036,
  "energy_ev": -9842.35244,
  "fmax_ev_per_a": 0.76,
  "species": ["N", "O", "H", "H", "C", "H", "O", "C", "H", "C", "H", "C", "H", "H"],
  "xyz": [[0.197, 2.354, 0.723], [0.335, -0.185, 1.059], [-0.818, -0.073, -1.362], [0.592, 2.524, 1.639], [-0.927, -2.402, 0.061], [-0.298, -2.929, 0.803], [-0.732, -2.494, -1.125], [1.143, -0.021, -0.151], [2.186, -0.286, -0.235], [0.070, 0.483, -1.069], [-1.749, -1.794, 0.481], [0.306, 1.043, 0.284], [0.476, 1.154, -1.827], [-0.781, 2.626, 0.719]],
  "lowdin_charge": [0.1318, -0.0280, 0.0907, 0.0941, -0.1633, 0.0896, -0.0205, -0.1403, 0.1403, -0.0056, 0.0865, -0.4871, 0.1160, 0.0957]
}

No. 7
{
  "formula": "C4H7NO2",
  "method": "wB97M-V/def2-TZVPD",
  "e_homo_ev": -9.85,
  "e_above_lowest_kcal_mol": 84.1,
  "lumo_energy_ha": 0.035,
  "energy_ev": -9843.63113,
  "fmax_ev_per_a": 0.59,
  "species": ["C", "C", "C", "H", "H", "O", "H", "H", "H", "O", "H", "H", "C", "N"],
  "xyz": [[-0.370, -0.039, -0.061], [0.991, -0.120, -0.678], [2.086, 0.538, 0.029], [-1.639, -1.613, 0.730], [1.806, 0.992, 0.979], [-1.834, 1.183, 1.084], [-0.929, -1.952, -0.859], [2.963, 0.943, -0.473], [-2.268, -0.791, -0.697], [1.975, -0.881, 0.012], [-1.823, 2.094, 1.409], [0.976, -0.272, -1.758], [-1.352, -1.165, -0.228], [-0.584, 1.082, 0.512]],
  "lowdin_charge": [-0.2935, -0.2654, -0.1111, 0.0894, 0.1062, -0.0417, 0.0835, 0.1133, 0.0849, -0.0290, 0.0983, 0.1490, -0.0140, 0.0300]
}

No. 8
{
  "formula": "C4H7NO2",
  "method": "wB97M-V/def2-TZVPD",
  "e_homo_ev": -8.57,
  "e_above_lowest_kcal_mol": 191.2,
  "lumo_energy_ha": 0.028,
  "energy_ev": -9838.98651,
  "fmax_ev_per_a": 0.41,
  "species": ["C", "H", "O", "N", "H", "O", "H", "C", "H", "C", "C", "H", "H", "H"],
  "xyz": [[1.729, -0.012, 0.296], [-1.623, -0.961, 0.955], [2.121, -0.989, -0.674], [-0.262, 1.240, 0.072], [-0.575, -2.084, 0.019], [-1.321, 1.480, 0.948], [1.244, -0.533, 1.138], [-1.124, -1.137, 0.000], [1.043, 1.287, 0.449], [-0.185, -0.032, -0.334], [1.086, -0.100, -1.048], [-1.889, -1.209, -0.782], [1.345, 0.667, -1.773], [-1.591, 2.382, 0.733]],
  "lowdin_charge": [-0.1135, 0.0828, -0.0138, -0.0785, 0.0970, -0.0423, 0.1130, 0.0016, 0.1956, -0.3191, -0.2687, 0.0967, 0.1473, 0.1019]
}

No. 9
{
  "formula": "C4H7NO2",
  "method": "wB97M-V/def2-TZVPD",
  "e_homo_ev": -8.65,
  "e_above_lowest_kcal_mol": 38.4,
  "lumo_energy_ha": 0.025,
  "energy_ev": -9845.61387,
  "fmax_ev_per_a": 0.36,
  "species": ["H", "N", "H", "C", "C", "H", "O", "H", "H", "O", "C", "H", "C", "H"],
  "xyz": [[-1.280, -1.280, 1.069], [1.688, 0.526, -0.528], [1.774, 1.091, -1.357], [-0.882, 1.941, -0.766], [-0.731, 0.523, -0.532], [0.039, 2.548, -0.619], [0.653, -1.276, 0.262], [-0.399, -2.832, 1.038], [-1.640, -0.067, -0.525], [-1.934, 2.488, -1.049], [0.476, -0.053, -0.273], [0.060, -1.560, 2.209], [-0.308, -1.758, 1.198], [2.491, -0.037, -0.290]],
  "lowdin_charge": [0.0777, 0.1591, 0.1084, -0.3189, -0.0353, 0.1142, -0.0628, 0.0952, 0.1099, -0.0005, -0.4095, 0.0983, -0.0464, 0.1105]
}

No. 10
{
  "formula": "C4H7NO2",
  "method": "wB97M-V/def2-TZVPD",
  "e_homo_ev": -9.87,
  "e_above_lowest_kcal_mol": 60.9,
  "lumo_energy_ha": 0.023,
  "energy_ev": -9844.63969,
  "fmax_ev_per_a": 1.68,
  "species": ["N", "H", "O", "O", "H", "H", "C", "H", "C", "H", "C", "H", "C", "H"],
  "xyz": [[-0.040, 0.491, 0.408], [0.557, 2.112, -1.604], [0.506, -0.015, -1.643], [-0.644, 0.876, 2.653], [-0.815, -0.941, 1.818], [0.272, -2.423, 0.232], [-0.525, 0.140, 1.706], [0.139, 2.656, 0.050], [-0.340, -1.883, -0.495], [1.729, 1.811, -0.307], [0.664, 1.914, -0.509], [-0.166, -2.297, -1.490], [0.054, -0.434, -0.589], [-1.392, -2.005, -0.229]],
  "lowdin_charge": [0.0691, 0.0842, 0.0146, 0.0430, 0.1368, 0.0884, -0.2867, 0.0460, -0.0085, 0.0725, 0.1152, 0.0869, -0.5471, 0.0857]
}

No. 11
{
  "formula": "C4H7NO2",
  "method": "wB97M-V/def2-TZVPD",
  "e_homo_ev": -7.84,
  "e_above_lowest_kcal_mol": 56.3,
  "lumo_energy_ha": 0.030,
  "energy_ev": -9844.84039,
  "fmax_ev_per_a": 1.12,
  "species": ["C", "H", "H", "O", "H", "H", "H", "C", "O", "H", "C", "H", "N", "C"],
  "xyz": [[-1.080, 1.571, 0.559], [-0.165, -1.596, 1.024], [-1.112, 0.284, -1.262], [-1.998, 1.437, 1.268], [1.909, -1.246, -0.104], [2.804, 0.231, -0.084], [0.072, 2.117, -0.170], [-0.873, -1.326, 0.232], [0.994, 1.716, -0.740], [-0.937, -2.165, -0.473], [0.832, 0.456, -0.489], [-1.857, -1.220, 0.707], [1.912, -0.240, -0.052], [-0.499, -0.020, -0.414]],
  "lowdin_charge": [-0.0799, 0.0749, 0.1330, 0.0744, 0.1059, 0.1132, 0.0810, -0.0928, -0.0017, 0.0747, -0.5062, 0.0734, 0.1774, -0.2272]
}

No. 12
{
  "formula": "C4H7NO2",
  "method": "wB97M-V/def2-TZVPD",
  "e_homo_ev": -9.92,
  "e_above_lowest_kcal_mol": 34.2,
  "lumo_energy_ha": 0.031,
  "energy_ev": -9845.79700,
  "fmax_ev_per_a": 0.42,
  "species": ["C", "C", "H", "H", "C", "O", "H", "H", "C", "H", "O", "H", "N", "H"],
  "xyz": [[1.694, -0.137, 0.054], [-0.208, 1.319, 0.108], [-0.790, -1.904, -0.894], [-0.493, 1.927, -0.757], [-0.259, -0.954, -0.810], [1.223, 1.124, 0.041], [2.722, -0.171, 0.413], [-0.192, -0.506, -1.812], [-0.988, 0.007, 0.126], [-2.012, 0.191, -0.216], [-1.095, -0.529, 1.430], [-0.299, -1.056, 1.590], [1.089, -1.195, -0.298], [-0.392, 1.885, 1.024]],
  "lowdin_charge": [-0.2422, -0.1080, 0.1172, 0.1299, -0.1666, -0.0369, 0.1337, 0.1296, -0.3629, 0.1501, -0.0201, 0.0895, 0.0546, 0.1320]
}

No. 13
{
  "formula": "C4H7NO2",
  "method": "wB97M-V/def2-TZVPD",
  "e_homo_ev": -8.83,
  "e_above_lowest_kcal_mol": 129.1,
  "lumo_energy_ha": 0.002,
  "energy_ev": -9841.68288,
  "fmax_ev_per_a": 0.62,
  "species": ["O", "H", "N", "H", "H", "H", "H", "O", "C", "C", "C", "H", "C", "H"],
  "xyz": [[1.070, -1.290, -0.393], [-0.137, -0.784, -1.971], [1.242, 0.351, 1.978], [-0.296, 1.838, 0.098], [-2.064, -0.228, -0.330], [1.310, 1.385, -0.595], [2.127, 0.741, 1.692], [-0.786, -0.547, 1.261], [-1.241, -0.889, -0.048], [0.248, 1.136, -0.546], [0.400, -0.012, 1.179], [-1.563, -1.934, -0.027], [0.042, -0.730, -0.879], [-0.171, 1.299, -1.551]],
  "lowdin_charge": [-0.0673, 0.1345, 0.2373, 0.0733, 0.1310, 0.0671, 0.0992, 0.0360, -0.0990, -0.0311, -0.3629, 0.1367, -0.4268, 0.0720]
}

No. 14
{
  "formula": "C4H7NO2",
  "method": "wB97M-V/def2-TZVPD",
  "e_homo_ev": -9.84,
  "e_above_lowest_kcal_mol": 38.7,
  "lumo_energy_ha": 0.031,
  "energy_ev": -9845.60207,
  "fmax_ev_per_a": 0.36,
  "species": ["H", "H", "H", "N", "H", "H", "O", "C", "C", "H", "O", "C", "H", "C"],
  "xyz": [[-1.722, 1.045, 0.820], [-1.891, 0.201, -0.723], [1.766, -0.045, -1.368], [-1.183, -0.974, 0.809], [0.636, 1.523, 1.462], [-0.307, -2.821, 0.637], [0.586, -1.502, -0.626], [0.102, 0.918, -0.305], [-1.240, 0.325, 0.152], [1.793, -0.194, 0.402], [0.602, 1.907, 0.575], [1.148, -0.195, -0.483], [-0.052, 1.444, -1.250], [-0.344, -1.781, 0.322]],
  "lowdin_charge": [0.1168, 0.1262, 0.1309, 0.0659, 0.0994, 0.1291, -0.0507, -0.3499, -0.1570, 0.1313, -0.0325, -0.1121, 0.1445, -0.2420]
}

No. 15
{
  "formula": "C4H7NO2",
  "method": "wB97M-V/def2-TZVPD",
  "e_homo_ev": -9.58,
  "e_above_lowest_kcal_mol": 96.0,
  "lumo_energy_ha": 0.031,
  "energy_ev": -9843.11462,
  "fmax_ev_per_a": 1.40,
  "species": ["H", "C", "H", "H", "C", "C", "H", "C", "O", "H", "H", "N", "H", "O"],
  "xyz": [[-0.620, 1.563, -0.263], [0.856, 0.082, -0.232], [1.760, 1.672, -0.314], [0.280, 1.468, -1.782], [-0.333, -0.675, 0.355], [-0.196, 0.858, -0.988], [-0.161, -1.328, 3.227], [-1.122, -0.404, -0.928], [0.238, -0.922, 2.448], [-0.929, -1.155, -1.704], [1.362, -0.658, -0.879], [-0.740, -1.094, 1.475], [-2.200, -0.262, -0.819], [1.773, 0.960, 0.353]],
  "lowdin_charge": [0.1289, -0.3512, 0.0935, 0.1243, -0.2614, -0.1317, 0.0896, -0.0683, -0.0485, 0.1113, 0.1621, 0.0459, 0.1105, -0.0052]
}

No. 16
{
  "formula": "C4H7NO2",
  "method": "wB97M-V/def2-TZVPD",
  "e_homo_ev": -10.27,
  "e_above_lowest_kcal_mol": 19.0,
  "lumo_energy_ha": 0.029,
  "energy_ev": -9846.45543,
  "fmax_ev_per_a": 0.57,
  "species": ["C", "H", "H", "C", "N", "H", "C", "H", "O", "H", "H", "C", "H", "O"],
  "xyz": [[-1.895, 0.743, -0.278], [2.426, -0.457, 0.701], [-0.890, -1.570, 1.043], [0.136, -1.388, 0.683], [0.411, -0.052, 0.351], [-2.083, 0.657, 0.792], [1.824, 0.283, 0.179], [-2.116, 1.767, -0.595], [-0.009, 0.830, -1.718], [-2.550, 0.077, -0.848], [2.090, 0.295, -0.876], [-0.449, 0.512, -0.639], [2.005, 1.273, 0.608], [0.953, -2.273, 0.630]],
  "lowdin_charge": [0.0024, 0.0874, 0.1400, -0.2826, -0.0649, 0.0794, -0.0328, 0.0928, 0.1002, 0.0935, 0.0887, -0.4657, 0.0962, 0.0655]
}

No. 17
{
  "formula": "C4H7NO2",
  "method": "wB97M-V/def2-TZVPD",
  "e_homo_ev": -9.87,
  "e_above_lowest_kcal_mol": 57.9,
  "lumo_energy_ha": 0.032,
  "energy_ev": -9844.77023,
  "fmax_ev_per_a": 2.11,
  "species": ["N", "H", "H", "C", "H", "O", "H", "H", "O", "C", "C", "H", "C", "H"],
  "xyz": [[-0.122, 0.148, -1.606], [-1.827, -0.956, -1.860], [1.476, -0.752, -0.567], [-0.244, -0.603, 1.223], [-1.244, -0.537, 1.631], [-0.452, 1.759, 0.682], [0.430, -1.275, 1.761], [1.691, 0.995, -1.008], [-0.725, -1.546, -0.172], [0.984, 0.228, -0.696], [0.420, 0.661, 0.769], [1.319, 0.958, 1.330], [-0.916, -0.798, -1.259], [-0.790, 1.718, -0.226]],
  "lowdin_charge": [0.0240, 0.1326, 0.1246, 0.0707, 0.1163, -0.0253, 0.1209, 0.1105, -0.0860, -0.1726, -0.3562, 0.1491, -0.2925, 0.0840]
}